# 1
Molecular formula: C32H58IN7NbO4P2
Method: DFT, ωB97M-V with the def2-TZVPD basis set

Properties
E_HOMO (eV): -4.54
Charge: -1

XYZ file:
```
105
C32H58IN7NbO4P2, DFT ωB97M-V with the def2-TZVPD basis set
C -0.325 -4.794 2.038
C 0.219 -4.204 0.704
O 1.552 -3.704 0.757
P 1.736 -2.298 1.610
O 1.117 -2.265 2.987
C 1.281 -0.745 0.696
C -0.244 -0.482 0.491
Nb -0.718 1.315 -0.864
N -1.204 3.046 -2.100
C -2.606 0.348 -1.687
N -3.048 -0.888 -1.014
C -4.295 -1.421 -1.544
C 0.654 0.614 -2.536
C 0.118 -0.461 -3.535
C 1.264 -0.696 -4.621
I -0.229 -2.415 -2.651
P 1.199 2.732 0.176
C 2.889 2.093 -0.368
O 1.075 2.609 1.898
O 3.408 -2.181 1.854
C 4.073 -2.230 0.583
C 5.060 -1.042 0.352
H 0.415 -5.357 2.621
H -1.213 -5.400 1.771
H -0.709 -3.954 2.644
H 0.243 -5.044 -0.021
H -0.537 -3.503 0.312
H 1.881 -0.715 -0.231
H 1.668 0.077 1.330
H -0.671 -0.214 1.485
H -0.758 -1.413 0.190
H -1.756 2.013 0.472
H -0.295 3.338 -2.462
H -1.643 2.607 -2.921
H -3.429 1.107 -1.528
H -2.601 0.149 -2.778
H -3.074 -0.797 -0.010
H -5.170 -0.784 -1.286
H -4.488 -2.414 -1.082
H -4.252 -1.596 -2.633
H 1.654 0.244 -2.216
H 0.878 1.506 -3.171
H -0.737 -0.103 -4.131
H 1.284 -1.742 -4.957
H 1.049 0.003 -5.453
H 2.227 -0.377 -4.186
H 3.605 2.927 -0.182
H 3.267 1.245 0.224
H 2.913 1.925 -1.456
H 0.795 3.471 2.205
H 3.403 -2.283 -0.291
H 4.683 -3.156 0.574
H 4.911 -0.661 -0.678
H 4.903 -0.193 1.035
H 6.112 -1.370 0.423
N -1.042 1.692 5.550
C -0.066 1.349 4.653
C 0.603 0.263 5.149
C 0.007 -0.066 6.394
C -1.007 0.832 6.615
H -1.684 2.454 5.443
H 0.069 1.904 3.738
H 1.427 -0.241 4.672
H 0.289 -0.871 7.054
H -1.703 0.933 7.433
N -1.465 -5.804 -3.941
C -2.321 -5.515 -4.966
C -2.793 -6.701 -5.468
C -2.201 -7.745 -4.711
C -1.388 -7.159 -3.775
H -0.968 -5.122 -3.394
H -2.518 -4.494 -5.249
H -3.487 -6.807 -6.286
H -2.354 -8.805 -4.838
H -0.764 -7.587 -3.009
N -4.114 4.472 -3.120
C -5.276 4.230 -2.446
C -6.290 4.888 -3.098
C -5.714 5.547 -4.214
C -4.370 5.268 -4.201
H -3.204 4.115 -2.859
H -5.283 3.615 -1.562
H -7.328 4.892 -2.807
H -6.225 6.155 -4.943
H -3.577 5.569 -4.865
N 2.870 -3.014 7.143
C 3.211 -2.397 5.971
C 4.469 -1.872 6.125
C 4.903 -2.189 7.439
C 3.896 -2.897 8.043
H 2.001 -3.482 7.316
H 2.531 -2.384 5.132
H 5.016 -1.323 5.376
H 5.847 -1.928 7.891
H 3.820 -3.324 9.030
N -0.132 7.470 -1.740
C 0.810 8.266 -1.149
C 1.863 7.467 -0.781
C 1.545 6.139 -1.171
C 0.308 6.174 -1.762
H -1.012 7.786 -2.102
H 0.651 9.326 -1.040
H 2.762 7.799 -0.287
H 2.152 5.261 -1.031
H -0.296 5.394 -2.190
```

# 2
Molecular formula: C32H59F2N6O7
Method: DFT, ωB97M-V with the def2-TZVPD basis set

Properties
E_HOMO (eV): -9.76
Charge: +1

XYZ file:
```
106
C32H59F2N6O7, DFT ωB97M-V with the def2-TZVPD basis set
C 0.022 7.391 2.043
C -0.383 7.989 0.612
C -1.345 7.047 -0.187
C -0.649 5.698 -0.672
C -1.676 4.580 -1.106
C -2.425 3.834 0.089
C -1.900 4.218 1.519
C -2.467 3.278 2.674
C -1.365 2.808 3.688
C -0.392 3.942 4.180
C 0.773 3.393 5.117
C 1.934 4.426 5.335
C 2.920 4.604 4.110
C 2.903 3.398 3.120
C 1.987 3.450 1.988
C 2.053 2.238 1.192
C 2.996 1.221 1.646
N 3.029 -0.031 0.865
C 3.279 0.230 -0.546
O 4.376 0.120 -0.936
F 2.324 0.634 -1.430
C 1.840 -0.818 1.097
O 0.864 -0.833 0.451
F 1.888 -1.582 2.233
N 3.847 1.229 2.662
N 3.718 2.352 3.326
O 4.569 2.441 4.414
C 5.761 2.995 4.024
N 6.690 3.613 3.811
H -0.688 7.781 2.808
H 1.081 7.650 2.319
H -0.032 6.274 1.938
H -0.883 8.967 0.835
H 0.570 8.233 0.074
H -1.598 7.592 -1.142
H -2.322 6.848 0.317
H 0.145 5.347 0.039
H -0.098 5.991 -1.612
H -2.411 5.076 -1.790
H -1.094 3.865 -1.755
H -3.536 3.992 0.039
H -2.186 2.739 -0.043
H -2.105 5.279 1.792
H -0.787 4.034 1.510
H -3.341 3.787 3.163
H -2.827 2.351 2.144
H -0.760 1.948 3.273
H -1.865 2.386 4.605
H -1.004 4.607 4.856
H 0.007 4.603 3.375
H 1.114 2.365 4.815
H 0.284 3.256 6.122
H 2.536 4.045 6.209
H 1.533 5.418 5.665
H 3.950 4.891 4.440
H 2.552 5.481 3.505
H 1.325 4.308 1.766
H 1.433 2.067 0.287
C 4.401 -5.964 -4.882
O 4.578 -5.295 -3.644
C 4.977 -3.935 -3.788
C 3.866 -3.001 -3.328
N 2.732 -3.030 -4.247
C 1.541 -2.356 -3.736
C 0.873 -2.951 -2.491
O 0.284 -4.224 -2.702
C 1.175 -5.321 -2.563
H 4.233 -7.021 -4.672
H 3.531 -5.575 -5.422
H 5.295 -5.878 -5.505
H 5.292 -3.704 -4.811
H 5.848 -3.788 -3.141
H 4.257 -1.980 -3.267
H 3.570 -3.317 -2.319
H 2.496 -3.994 -4.448
H 0.805 -2.369 -4.545
H 1.782 -1.304 -3.547
H 0.045 -2.286 -2.224
H 1.538 -2.968 -1.619
H 1.956 -5.132 -1.823
H 1.617 -5.578 -3.528
H 0.594 -6.186 -2.234
C -2.640 -7.268 -2.606
O -2.460 -6.593 -1.374
C -2.049 -5.233 -1.529
C -3.156 -4.288 -1.078
N -4.287 -4.316 -2.001
C -5.476 -3.629 -1.499
C -6.154 -4.209 -0.252
O -6.750 -5.480 -0.456
C -5.870 -6.582 -0.304
H -2.817 -8.322 -2.391
H -3.505 -6.876 -3.152
H -1.743 -7.193 -3.229
H -1.732 -5.013 -2.548
H -1.181 -5.088 -0.881
H -2.758 -3.269 -1.024
H -3.458 -4.594 -0.068
H -4.529 -5.279 -2.195
H -6.209 -3.643 -2.311
H -5.230 -2.578 -1.317
H -6.978 -3.536 0.006
H -5.493 -4.222 0.622
H -5.091 -6.393 0.438
H -5.424 -6.849 -1.265
H -6.458 -7.439 0.028
```

# 3
Molecular formula: C32H59N4O6
Method: DFT, ωB97M-V with the def2-TZVPD basis set

Properties
E_HOMO (eV): -11.84
Charge: +1

XYZ file:
```
101
C32H59N4O6, DFT ωB97M-V with the def2-TZVPD basis set
C -2.687 4.315 -4.571
C -1.182 3.697 -4.415
C -0.665 3.916 -2.885
C 0.123 2.553 -2.454
C 1.691 2.615 -2.898
C 1.869 1.829 -4.326
C 2.666 0.434 -4.036
C 1.866 -0.805 -4.747
C 0.455 -0.977 -3.934
C 0.054 -2.552 -3.723
C -1.341 -2.546 -2.878
C -1.488 -3.808 -1.868
C -2.996 -3.757 -1.218
C -2.978 -3.946 0.391
C -3.303 -2.534 1.202
C -2.077 -2.366 2.224
N -2.009 -2.462 3.563
N -3.097 -2.694 4.410
C -3.951 -1.680 4.367
O -4.857 -0.823 4.233
C -0.600 -2.392 4.148
C -0.241 -1.169 5.123
C 1.000 -0.258 4.643
C 2.455 -0.999 4.777
C 3.399 -0.443 3.572
C 4.175 -1.608 2.758
O 4.554 -1.018 1.453
C 4.297 -1.934 0.377
C 2.891 -2.151 -0.369
O 5.289 -2.662 0.004
C 0.245 -2.657 2.801
N -0.023 -4.142 2.557
C -0.615 -1.994 1.613
C -0.294 -0.457 1.216
N -0.547 -0.113 -0.222
H -2.907 4.313 -5.708
H -3.472 3.634 -4.048
H -2.788 5.382 -4.159
H -0.488 4.217 -5.174
H -1.276 2.564 -4.667
H 0.101 4.786 -2.807
H -1.507 4.158 -2.143
H -0.326 1.607 -2.958
H -0.036 2.417 -1.322
H 2.305 2.113 -2.043
H 2.098 3.702 -2.961
H 2.446 2.467 -5.095
H 0.823 1.640 -4.789
H 2.683 0.167 -2.903
H 3.769 0.502 -4.359
H 2.485 -1.778 -4.630
H 1.708 -0.581 -5.871
H 0.609 -0.468 -2.909
H -0.344 -0.387 -4.513
H -0.115 -3.096 -4.728
H 0.917 -3.009 -3.099
H -2.273 -2.386 -3.553
H -1.289 -1.600 -2.198
H -0.660 -3.854 -1.065
H -1.375 -4.763 -2.521
H -3.530 -4.703 -1.643
H -3.572 -2.829 -1.577
H -1.887 -4.257 0.662
H -3.646 -4.798 0.778
H -3.272 -1.637 0.476
H -4.341 -2.618 1.721
H -0.502 -3.314 4.846
H -1.177 -0.469 5.120
H -0.090 -1.503 6.216
H 0.848 0.238 3.604
H 1.052 0.636 5.392
H 2.955 -0.659 5.766
H 2.330 -2.140 4.759
H 4.228 0.251 4.011
H 2.841 0.189 2.791
H 5.144 -1.964 3.267
H 3.532 -2.530 2.516
H 2.417 -3.151 -0.051
H 3.084 -2.193 -1.518
H 2.121 -1.311 -0.209
H 1.389 -2.581 2.806
H 0.430 -4.458 1.686
H 0.250 -4.704 3.377
H -0.399 -2.546 0.623
H 0.849 -0.302 1.399
H -0.833 0.282 1.917
H 0.322 0.355 -0.570
H -1.230 0.680 -0.186
C -0.863 4.500 3.221
C -1.066 5.399 2.021
C -1.760 4.723 0.875
O -1.307 5.483 -0.236
C -0.073 5.959 0.103
O 0.692 6.474 -0.664
O 0.175 5.768 1.433
H -0.391 3.556 2.933
H -0.196 4.974 3.948
H -1.816 4.278 3.709
H -1.581 6.319 2.322
H -2.848 4.761 0.960
H -1.447 3.683 0.730
```

# 4
Molecular formula: C32H60Cl2O24
Method: DFT, ωB97M-V with the def2-TZVPD basis set

Properties
E_HOMO (eV): -10.35
Energy above the lowest of the compared OMol25 structures with the same formula, charge and spin (eV): 7.8199
Structure (SMILES): CCOC(=O)OC.CCOC(=O)OC.CCOC(=O)OC.CCOC(=O)OC.CCOC(=O)OC.CCOC(=O)OC.O=C1OCCO1.O=C1OCCO1.ClCCCl

XYZ file:
```
118
C32H60Cl2O24, DFT ωB97M-V with the def2-TZVPD basis set
C 14.627 -15.928 -14.054
C 14.749 -17.339 -13.688
O 16.038 -17.870 -14.008
C 17.138 -17.534 -13.330
O 17.241 -16.522 -12.637
O 18.147 -18.385 -13.573
C 19.407 -18.137 -12.918
H 15.520 -15.476 -14.484
H 14.436 -15.533 -13.056
H 13.695 -15.783 -14.600
H 14.001 -17.943 -14.201
H 14.586 -17.410 -12.613
H 19.650 -17.075 -12.905
H 20.237 -18.557 -13.487
H 19.553 -18.472 -11.891
C 10.636 -1.487 -18.088
C 11.337 -1.830 -16.740
O 11.263 -3.242 -16.413
C 10.943 -3.722 -15.158
O 10.933 -3.068 -14.112
O 10.735 -5.022 -15.259
C 10.416 -5.790 -14.130
H 10.990 -0.565 -18.549
H 9.556 -1.466 -17.946
H 10.718 -2.203 -18.905
H 10.814 -1.359 -15.908
H 12.360 -1.477 -16.868
H 10.777 -6.818 -14.162
H 9.488 -5.644 -13.576
H 11.195 -5.465 -13.440
C 5.143 -5.545 -10.734
C 3.697 -5.032 -10.913
O 3.056 -5.807 -12.003
C 2.720 -7.173 -11.678
O 2.856 -7.723 -10.542
O 2.416 -7.738 -12.777
C 2.595 -9.154 -12.862
H 5.553 -5.869 -11.691
H 5.237 -6.410 -10.077
H 5.736 -4.729 -10.322
H 3.708 -3.953 -11.064
H 3.037 -5.147 -10.053
H 1.854 -9.583 -12.187
H 3.638 -9.412 -12.682
H 2.376 -9.634 -13.815
C 1.483 -10.421 -19.739
C 1.103 -10.727 -21.183
O 1.987 -10.252 -22.210
C 1.836 -10.575 -23.456
O 0.839 -11.075 -23.916
O 2.848 -9.908 -24.091
C 2.856 -9.431 -25.478
H 0.931 -11.107 -19.098
H 1.129 -9.405 -19.562
H 2.525 -10.670 -19.538
H 0.140 -10.234 -21.315
H 1.027 -11.811 -21.277
H 2.189 -8.609 -25.739
H 2.559 -10.281 -26.093
H 3.874 -9.152 -25.751
C 5.080 -19.366 -18.957
C 6.410 -18.784 -18.697
O 7.358 -19.748 -18.167
C 8.297 -20.258 -18.963
O 8.215 -20.508 -20.174
O 9.412 -20.273 -18.223
C 10.630 -20.601 -18.860
H 4.735 -19.827 -18.032
H 5.029 -20.091 -19.769
H 4.280 -18.657 -19.169
H 6.288 -17.845 -18.158
H 6.534 -18.377 -19.701
H 11.452 -20.580 -18.145
H 10.835 -19.913 -19.681
H 10.673 -21.677 -19.032
C 12.968 -7.280 -9.025
C 14.002 -8.449 -9.295
O 13.762 -9.274 -10.433
C 14.457 -9.221 -11.526
O 15.572 -8.718 -11.708
O 13.813 -9.929 -12.567
C 14.369 -10.113 -13.894
H 12.886 -6.867 -8.020
H 11.968 -7.539 -9.374
H 13.157 -6.326 -9.518
H 14.173 -9.084 -8.425
H 14.967 -7.965 -9.447
H 13.999 -11.050 -14.311
H 15.451 -10.221 -13.960
H 14.026 -9.353 -14.596
O 5.797 -6.266 -15.349
C 5.578 -5.327 -16.105
O 4.976 -5.433 -17.284
C 4.547 -4.163 -17.665
C 5.650 -3.407 -17.003
O 6.025 -4.156 -15.921
H 4.618 -3.946 -18.731
H 3.501 -4.096 -17.365
H 5.217 -2.449 -16.713
H 6.542 -3.374 -17.628
O 11.299 -10.409 -20.655
C 10.432 -9.569 -20.763
O 9.908 -9.318 -21.922
C 9.190 -8.108 -21.806
C 9.060 -7.946 -20.330
O 10.060 -8.747 -19.794
H 9.768 -7.307 -22.266
H 8.293 -8.134 -22.424
H 8.051 -8.230 -20.029
H 9.279 -6.906 -20.089
Cl 9.490 -11.926 -14.931
C 8.182 -10.851 -14.866
C 6.803 -11.598 -15.229
Cl 7.084 -12.763 -16.579
H 8.476 -10.172 -15.666
H 8.286 -10.379 -13.889
H 6.018 -10.913 -15.550
H 6.453 -12.268 -14.443
```

no.,calculated total energy (eV),Kohn-Sham gap (hartree)
1,-80971.099,0.2226
2,-62832.849,0.1379
3,-52369.918,0.2896
4,-108335.505,0.3761